A cluster of 4 separate species, C16H39N3O14PS3 in total. Source: OMol25; level of theory: wB97M-V/def2-TZVPD.

Calculated values
Net charge: +1
Spin multiplicity: 1
Kohn-Sham gap, eV: 7.898
F_max, eV Å⁻¹: 1.0

Last column: Mulliken charge in e.
Positions of all 76 atoms, in Å:
N  0.377937  0.650244  3.971564  -0.50
C  -0.560297  0.491742  3.021894  0.49
N  -0.295012  -0.363150  1.968000  -0.14
C  0.386309  0.281785  0.810551  -0.63
C  0.513955  -0.694387  -0.353510  -0.35
C  -0.712116  -1.565251  -0.494681  0.47
O  -0.770382  -2.695913  -0.126646  -0.54
O  -1.761820  -0.929146  -1.099304  -0.46
N  -1.749236  1.056531  3.115320  0.00
C  -2.789120  0.860688  2.076689  -0.71
C  -2.675667  1.861763  0.912919  -0.62
O  -3.927060  2.459326  0.640277  -0.37
C  -4.794604  1.726133  -0.108486  0.16
O  -5.970232  1.858201  -0.031617  -0.39
P  -2.256870  2.072917  4.467924  0.26
O  -3.710470  2.140036  4.557597  -0.52
H  1.320255  0.503182  3.628724  0.30
H  0.363952  1.488749  4.538010  0.23
H  0.282230  -1.128605  2.313249  0.37
H  1.400831  0.602566  1.069272  0.36
H  -0.177307  1.165220  0.513433  0.20
H  1.340717  -1.379985  -0.174738  0.37
H  0.706068  -0.140775  -1.270164  0.32
H  -2.572214  -1.191228  -0.644785  0.33
H  -2.748754  -0.176712  1.751024  0.36
H  -3.749196  1.034989  2.562434  0.58
H  -2.272675  1.386044  0.012701  0.43
H  -1.993393  2.671149  1.179249  0.37
H  -4.300275  1.035749  -0.818069  0.35
H  -1.585045  1.449420  5.526618  0.13
H  -1.561667  3.263399  4.205964  0.14
O  2.996162  -0.250709  -2.098784  -0.61
S  3.624016  -0.566964  -3.358183  1.23
O  3.728579  -1.939485  -3.733969  -0.62
O  5.029027  0.139722  -3.414880  -0.28
C  5.982478  -0.108150  -2.342172  -0.36
C  6.626872  -1.471907  -2.426201  -0.86
C  2.860544  0.341853  -4.653428  -1.02
H  5.481265  0.052202  -1.386429  0.27
H  6.719220  0.682442  -2.465528  0.27
H  5.910222  -2.272808  -2.261042  0.33
H  7.404657  -1.561257  -1.670028  0.34
H  7.072278  -1.620445  -3.409581  0.25
H  2.790746  1.386560  -4.364296  0.32
H  1.871567  -0.088688  -4.796644  0.38
H  3.457202  0.220465  -5.553351  0.37
O  -10.968170  4.474238  -1.248146  -0.64
S  -10.552271  5.477305  -0.315292  1.23
O  -9.901535  6.656207  -0.797860  -0.61
O  -9.652410  4.790091  0.799391  -0.28
C  -8.527299  3.998802  0.343245  -0.31
C  -7.377294  4.840618  -0.163636  -0.78
C  -11.892020  5.936221  0.724079  -0.93
H  -8.875254  3.292850  -0.411343  0.35
H  -8.228325  3.425264  1.217692  0.21
H  -7.645395  5.385126  -1.067569  0.34
H  -6.533955  4.192410  -0.389161  0.14
H  -7.076245  5.574042  0.585202  0.28
H  -12.368259  5.036860  1.103452  0.32
H  -12.581488  6.504767  0.103724  0.37
H  -11.509782  6.554977  1.531140  0.32
O  7.440065  -4.111265  -1.005628  -0.56
S  8.440355  -4.961655  -0.425568  1.18
O  9.326584  -5.677304  -1.287020  -0.61
O  7.733401  -5.959870  0.580050  -0.30
C  6.629903  -6.756363  0.071443  -0.32
C  7.079480  -7.887734  -0.825690  -0.98
C  9.381057  -4.071184  0.762613  -0.99
H  5.923882  -6.094625  -0.431863  0.31
H  6.149591  -7.139454  0.969137  0.27
H  7.521682  -7.516947  -1.748372  0.30
H  6.218442  -8.506213  -1.080094  0.38
H  7.822374  -8.505248  -0.321713  0.27
H  8.704720  -3.541244  1.427032  0.31
H  10.001808  -3.373262  0.204653  0.37
H  10.002682  -4.774926  1.309208  0.36

Cartesian forces, eV/Å:
N 0.418 0.703 -0.419
C -0.275 -0.215 -0.008
N 0.379 0.031 0.283
C 0.003 0.056 -0.473
C -0.137 -0.420 -0.027
C 0.071 0.136 -0.370
O -0.164 -0.197 0.400
O 0.159 0.805 0.622
N 0.065 0.292 -0.029
C -0.238 -0.029 -0.069
C 0.296 -0.004 -0.230
O -0.132 -0.090 0.286
C -0.147 -0.079 -0.242
O 0.142 0.034 0.015
P -0.294 -0.079 0.004
O 0.027 0.055 -0.061
H -0.019 -0.382 0.165
H -0.216 -0.232 0.307
H -0.068 -0.086 -0.154
H -0.090 0.115 0.112
H -0.068 -0.060 0.101
H 0.090 0.114 -0.124
H 0.117 -0.025 0.030
H -0.151 -0.611 -0.435
H 0.090 0.028 0.019
H 0.058 -0.026 0.069
H -0.097 -0.058 0.028
H -0.109 0.066 0.004
H 0.093 0.017 0.139
H 0.125 0.019 0.000
H 0.091 -0.009 0.050
O -0.051 0.038 0.029
S 0.102 0.056 -0.043
O -0.061 -0.047 0.039
O 0.014 0.008 -0.039
C 0.252 -0.011 0.259
C -0.186 -0.016 -0.181
C -0.050 0.028 -0.003
H -0.107 -0.026 -0.052
H -0.056 0.037 -0.096
H 0.014 -0.001 0.039
H 0.009 0.042 0.004
H 0.056 0.004 0.026
H 0.022 0.002 -0.003
H 0.008 -0.015 0.002
H -0.002 -0.011 -0.001
O 0.005 0.016 -0.061
S 0.013 -0.058 0.073
O -0.019 0.025 -0.029
O 0.048 0.086 0.045
C 0.205 -0.261 -0.070
C -0.094 0.260 -0.072
C -0.048 -0.002 0.019
H -0.062 0.060 -0.028
H -0.074 0.050 0.057
H -0.028 -0.022 -0.002
H 0.003 -0.025 0.048
H 0.017 -0.039 0.027
H 0.007 -0.004 -0.001
H 0.007 -0.006 -0.011
H 0.006 0.009 -0.009
O 0.043 0.003 0.028
S -0.041 -0.061 0.047
O 0.020 0.028 -0.045
O 0.049 -0.049 0.023
C -0.260 -0.122 -0.064
C 0.148 0.057 -0.034
C 0.005 0.046 0.023
H 0.072 0.060 -0.020
H 0.070 0.040 0.054
H -0.025 0.010 -0.005
H -0.013 -0.005 0.035
H -0.036 -0.028 0.015
H -0.005 -0.011 0.004
H -0.003 -0.008 -0.011
H 0.006 -0.005 -0.012

---

A cluster of 3 separate species, C16H40BN2O7 in total. Source: OMol25; level of theory: wB97M-V/def2-TZVPD.

Calculated values
Net charge: -1
Spin multiplicity: 1
Kohn-Sham gap, eV: 6.754
F_max, eV Å⁻¹: 0.2

Last column: Mulliken charge in e.
Positions of all 66 atoms, in Å:
O  -0.977978  -6.036440  1.770627  -0.60
C  -1.017450  -5.223672  0.573354  0.21
C  0.090939  -5.515156  -0.433918  -0.83
B  0.839015  -4.196332  -1.159165  0.37
O  0.261080  -2.905858  -0.639441  -0.22
C  1.074008  -2.484297  0.425592  0.31
C  2.275500  -3.449446  0.474362  -0.33
O  2.281812  -4.094760  -0.764971  -0.66
H  -0.857162  -6.941647  1.469506  0.30
H  -2.005934  -5.345169  0.107701  0.24
H  -0.966703  -4.197119  0.937782  -0.15
H  0.872248  -6.096791  0.078608  0.28
H  -0.310412  -6.164402  -1.223884  0.30
H  0.737810  -4.258383  -2.386561  -0.38
H  0.537622  -2.492247  1.391333  0.19
H  1.398071  -1.450401  0.239709  -0.47
H  3.216429  -2.907446  0.630176  0.23
H  2.153603  -4.164621  1.306367  0.20
C  -1.210149  3.817715  0.810689  -0.42
O  0.034003  4.313915  1.263457  -0.37
C  0.161871  4.446781  2.668574  -0.81
C  1.153715  3.455644  3.242076  -0.16
N  0.647029  2.097065  3.169562  -0.18
C  1.572176  1.052801  3.587432  -0.84
C  2.869665  0.872560  2.802929  -0.50
O  2.686243  0.384913  1.492118  -0.36
C  2.447328  1.336586  0.476108  -0.62
H  -1.213915  3.905064  -0.272944  -0.07
H  -1.367407  2.764616  1.059333  0.30
H  -2.041792  4.400621  1.225294  0.40
H  -0.813974  4.320709  3.150586  0.39
H  0.517147  5.461970  2.869877  0.40
H  1.319878  3.708436  4.295893  0.39
H  2.111773  3.602072  2.721366  0.20
H  0.325724  1.901598  2.230202  -0.09
H  1.034786  0.102599  3.546091  0.38
H  1.833191  1.226827  4.638595  0.43
H  3.451087  0.108483  3.325403  0.35
H  3.476676  1.789296  2.784023  0.35
H  2.992395  2.268352  0.665713  0.46
H  1.387133  1.574642  0.349852  0.12
H  2.803976  0.900724  -0.457346  0.24
C  -1.237787  3.464562  -3.559393  -0.58
O  -0.816136  2.191825  -3.980299  -0.40
C  0.298102  1.663167  -3.262817  -0.89
C  -0.092231  0.501866  -2.381307  -0.15
N  -0.973385  0.932025  -1.306483  0.22
C  -1.428091  -0.156432  -0.441651  -0.22
C  -2.269226  -1.265801  -1.047718  -0.49
O  -3.605556  -0.873773  -1.365878  -0.50
C  -3.759264  -0.278964  -2.630578  -0.63
H  -1.984915  3.809972  -4.273309  0.27
H  -1.688512  3.453638  -2.559141  0.11
H  -0.406664  4.180029  -3.545493  0.34
H  0.751286  2.458105  -2.658655  0.33
H  1.033156  1.325436  -3.997807  0.41
H  0.817741  0.081640  -1.940919  0.10
H  -0.522576  -0.288066  -3.010534  0.34
H  -1.774016  1.408633  -1.703740  0.06
H  -1.995844  0.283557  0.385642  0.35
H  -0.544044  -0.634778  -0.019661  -0.09
H  -2.351905  -2.046386  -0.291396  0.27
H  -1.782357  -1.733771  -1.906901  0.36
H  -3.084379  -0.726412  -3.368555  0.28
H  -3.575614  0.803184  -2.621408  0.22
H  -4.788842  -0.443062  -2.954062  0.29

Cartesian forces, eV/Å:
O -0.075 -0.099 -0.107
C -0.032 0.127 0.017
C 0.033 -0.061 -0.043
B -0.055 -0.072 -0.050
O 0.019 -0.054 0.132
C -0.020 0.183 -0.085
C 0.005 0.018 -0.081
O -0.115 -0.058 -0.035
H 0.069 -0.007 0.016
H 0.039 0.075 0.005
H 0.057 -0.036 0.002
H -0.013 0.084 0.005
H 0.063 -0.061 0.085
H 0.017 0.044 0.051
H -0.034 0.041 -0.061
H 0.098 -0.057 0.116
H -0.001 -0.044 0.026
H -0.019 0.001 -0.028
C -0.080 0.036 0.069
O 0.069 -0.073 -0.095
C -0.095 0.010 0.057
C 0.026 -0.058 0.004
N -0.005 0.047 -0.139
C -0.036 -0.003 0.049
C -0.018 0.039 -0.040
O 0.009 -0.042 0.049
C 0.025 0.035 0.029
H 0.022 0.006 -0.013
H 0.061 -0.024 0.045
H 0.023 0.018 -0.027
H 0.030 -0.019 0.024
H -0.005 0.009 0.019
H 0.014 -0.011 -0.004
H -0.002 -0.010 -0.021
H -0.003 -0.009 -0.064
H 0.007 0.003 0.011
H 0.009 0.016 -0.014
H 0.046 0.006 -0.025
H -0.075 0.022 0.005
H 0.030 0.005 0.000
H -0.069 -0.007 0.044
H 0.016 0.008 0.001
C 0.015 0.061 0.010
O -0.067 -0.063 -0.019
C 0.092 0.106 0.060
C 0.010 -0.053 0.019
N -0.054 0.103 -0.051
C 0.069 0.023 0.105
C -0.037 -0.137 0.194
O 0.021 0.103 -0.084
C 0.005 -0.039 -0.041
H -0.006 0.000 0.005
H 0.029 -0.038 -0.015
H -0.009 0.002 -0.014
H 0.020 -0.042 0.017
H -0.018 0.014 -0.024
H -0.047 -0.052 0.018
H 0.005 0.008 -0.012
H -0.011 -0.071 -0.038
H 0.003 0.008 -0.020
H -0.001 0.016 0.020
H -0.042 -0.035 -0.036
H -0.003 0.063 -0.041
H -0.015 -0.012 -0.007
H 0.003 -0.010 0.020
H 0.006 0.014 0.004